Density functional theory data (the ωB97M-V functional and the def2-TZVPD basis) for a 7-piece molecular cluster, C48H109N7O7 overall at a distorted geometry.

Summary:
DFT total energy, a.u.: -2803.8605
Multiplicity: 1
SMILES string: CC1(C)CCCC(C)(C)N1O.CC1(C)CCCC(C)(C)N1O.CC1(C)CCCC(C)(C)N1O.CC1(C)CCCC(C)(C)N1O.COC[C@H](C)N.COC[C@H](C)N.COC[C@H](C)N
ΔE to the lowest compared entry with this formula, charge and spin, kJ/mol: 482.4
Kohn-Sham gap, Ha: 0.3072

Element x y z (Å)
C 1.479 7.071 5.815
C 2.112 5.708 5.367
C 1.243 4.885 4.377
O 0.002 4.487 4.890
C -0.983 4.178 3.895
N 3.344 6.053 4.711
H 1.375 7.772 4.987
H 2.098 7.592 6.546
H 0.527 6.924 6.324
H 2.151 5.280 6.369
H 1.785 4.056 3.923
H 1.223 5.612 3.564
H -1.400 5.123 3.547
H -1.824 3.683 4.380
H -0.558 3.632 3.053
H 3.924 5.234 4.598
H 3.832 6.684 5.329
C -2.111 1.143 1.307
C -1.184 0.321 0.322
C 0.110 0.260 1.111
O 0.950 -0.599 0.307
C 2.132 -1.030 0.975
N -1.780 -0.995 0.198
H -1.558 2.058 1.518
H -2.364 0.662 2.252
H -3.046 1.356 0.788
H -1.028 0.839 -0.624
H -0.041 -0.124 2.120
H 0.507 1.275 1.090
H 2.536 -1.815 0.336
H 1.995 -1.377 1.999
H 2.838 -0.211 1.111
H -1.173 -1.556 -0.382
H -2.642 -0.984 -0.328
C 1.974 -5.355 -2.140
C 0.535 -4.732 -2.059
C 0.038 -4.091 -0.719
O -0.102 -5.231 0.195
C -0.789 -4.865 1.415
N 0.543 -3.649 -3.050
H 2.745 -4.586 -2.193
H 2.097 -6.013 -3.000
H 2.156 -5.933 -1.234
H -0.153 -5.431 -2.535
H -0.833 -3.438 -0.765
H 0.812 -3.440 -0.313
H -1.392 -5.687 1.800
H -1.475 -4.034 1.250
H -0.241 -4.422 2.247
H 1.128 -3.909 -3.831
H 1.008 -2.817 -2.716
C -5.449 -1.582 1.529
C -6.329 -0.982 0.426
C -7.598 -1.876 0.345
C -8.808 -1.285 -0.473
C -9.222 0.007 0.167
C -8.015 1.107 0.154
N -6.779 0.451 0.723
O -5.754 1.357 0.806
C -7.775 1.613 -1.273
C -8.582 2.327 0.940
C -5.484 -1.019 -0.911
H -4.951 -2.476 1.154
H -5.919 -1.819 2.484
H -4.752 -0.772 1.745
H -7.381 -2.818 -0.159
H -7.941 -2.050 1.366
H -9.601 -2.022 -0.352
H -8.541 -1.152 -1.521
H -9.565 -0.177 1.185
H -10.027 0.501 -0.377
H -7.561 0.848 -2.018
H -8.587 2.121 -1.793
H -6.929 2.296 -1.192
H -9.057 3.013 0.239
H -9.360 2.087 1.665
H -7.725 2.832 1.386
H -5.027 -1.957 -1.225
H -4.604 -0.389 -0.775
H -5.983 -0.634 -1.800
H -5.806 1.617 1.729
C 5.169 -2.289 -2.227
C 4.819 -0.752 -2.290
C 5.844 -0.047 -3.091
C 5.537 1.438 -3.343
C 4.298 1.524 -4.191
C 3.083 0.799 -3.437
N 3.477 -0.540 -2.866
O 2.386 -1.306 -2.385
C 2.503 1.723 -2.271
C 1.894 0.676 -4.514
C 4.962 -0.197 -0.842
H 5.079 -2.827 -3.171
H 4.424 -2.833 -1.646
H 6.102 -2.542 -1.723
H 6.859 -0.215 -2.732
H 5.695 -0.479 -4.081
H 6.432 1.876 -3.784
H 5.437 2.021 -2.428
H 4.415 1.066 -5.174
H 4.024 2.560 -4.390
H 1.710 1.304 -1.651
H 3.315 2.185 -1.709
H 1.944 2.548 -2.713
H 1.876 1.618 -5.063
H 1.944 -0.150 -5.223
H 0.948 0.424 -4.035
H 4.543 0.789 -0.642
H 5.996 -0.091 -0.515
H 4.427 -0.806 -0.114
H 2.203 -0.972 -1.503
C 6.902 -6.164 3.853
C 6.266 -4.662 3.839
C 7.056 -3.720 2.920
C 6.784 -3.856 1.381
C 5.255 -3.896 1.082
C 4.470 -4.862 2.045
N 4.847 -4.674 3.465
O 4.183 -5.526 4.244
C 3.040 -4.458 1.944
C 4.662 -6.253 1.494
C 6.408 -4.095 5.315
H 7.832 -6.189 4.419
H 7.303 -6.365 2.859
H 6.235 -6.994 4.087
H 6.872 -2.679 3.186
H 8.108 -3.993 3.001
H 7.342 -4.666 0.912
H 7.225 -2.967 0.931
H 5.142 -4.178 0.035
H 4.853 -2.885 1.152
H 2.409 -5.291 2.253
H 2.809 -3.536 2.477
H 2.577 -4.255 0.978
H 4.217 -6.198 0.500
H 5.684 -6.622 1.414
H 4.129 -7.062 1.992
H 6.202 -3.041 5.503
H 7.441 -4.122 5.662
H 5.835 -4.674 6.039
H 3.584 -4.929 4.700
C -2.967 4.748 -0.122
C -3.003 4.798 -1.672
C -1.522 4.999 -2.192
C -1.344 4.834 -3.681
C -1.965 3.521 -4.134
C -3.319 3.096 -3.550
N -3.414 3.476 -2.161
O -4.591 3.026 -1.591
C -4.484 3.648 -4.374
C -3.149 1.605 -3.704
C -3.915 5.904 -2.202
H -2.459 5.619 0.292
H -2.559 3.879 0.393
H -4.006 4.796 0.204
H -1.087 5.967 -1.943
H -0.919 4.195 -1.768
H -0.290 4.898 -3.952
H -1.830 5.674 -4.176
H -1.106 2.864 -3.997
H -2.120 3.777 -5.182
H -4.419 4.733 -4.453
H -4.508 3.247 -5.387
H -5.457 3.407 -3.946
H -2.318 1.167 -3.151
H -4.061 1.114 -3.365
H -2.936 1.197 -4.692
H -4.949 5.586 -2.072
H -3.720 6.173 -3.241
H -3.792 6.847 -1.669
H -4.214 2.779 -0.743